Here is a structure of composition C42H42N2O4P2PbSi2 from the OMol25 dataset. Energies are from ωB97M-V with the def2-TZVPD basis set.

Geometry (Å):
Pb1 -1.85468 0.04022 0.48271
P1 3.13882 -1.33778 -0.64760
P2 2.19848 -3.13974 -2.90519
Si1 -3.88537 1.76071 0.37883
Si2 -3.93692 -1.38664 1.63607
O1 -1.51292 0.63165 2.73886
O2 -0.34172 1.43730 4.45685
O3 -1.20461 2.78713 -1.51823
O4 0.61276 4.02776 -1.99791
N1 2.87371 -2.88786 -1.33962
N2 -0.27955 2.42438 1.05659
C1 0.13525 0.34108 -2.94314
C2 2.30146 -1.50424 0.96710
C3 -7.50365 1.59388 2.50215
C4 -4.82828 -2.69419 0.55107
C5 6.74245 -2.25232 1.23813
C6 1.93193 3.83428 1.92455
C7 1.71277 -1.44631 -3.35050
C8 0.13309 2.32296 2.31712
C9 2.53647 -0.54958 -4.03105
C10 3.68918 -3.36008 -3.96629
C11 0.50034 -0.99193 -2.83218
C12 0.40997 -2.24941 2.27114
C13 6.07880 -3.38372 -4.33002
C14 3.22979 -4.11378 -0.63336
C15 3.50916 -3.75371 -5.29187
C16 5.88674 -3.75453 -5.65288
C17 7.65220 -1.57019 0.43947
C18 -7.50888 0.32021 3.05729
C19 -3.61728 -2.30309 3.27670
C20 4.59547 -3.93821 -6.13309
C21 -3.48058 3.49311 1.00529
C22 4.98641 -3.18761 -3.49393
C23 5.83649 -0.75531 -0.90675
C24 0.77035 -1.39899 3.30381
C25 -6.43324 1.98892 1.71372
C26 1.90142 -0.60193 3.17235
C27 -0.63953 1.39483 3.25641
C28 2.16203 0.78000 -4.15562
C29 0.37457 3.22204 0.21196
C30 5.38531 -2.18755 0.95897
C31 -4.59040 1.97687 -1.36895
C32 -5.35778 -0.15325 2.01393
C33 1.50030 3.93681 0.61307
C34 1.16446 -2.29402 1.10629
C35 -5.34893 1.14074 1.45611
C36 2.66076 -0.65442 2.01478
C37 0.97381 1.23569 -3.59480
C38 -6.44577 -0.53503 2.80821
C39 4.91279 -1.44651 -0.12449
C40 7.19726 -0.81746 -0.63274
C41 -0.13021 3.35664 -1.24574
C42 1.23322 3.02032 2.80109
H1 2.82110 1.47648 -4.66129
H2 3.51870 0.00188 1.90848
H3 -8.33615 -0.00083 3.68264
H4 5.14254 -2.88459 -2.46621
H5 2.61927 -4.94089 -1.00656
H6 8.71183 -1.61758 0.66073
H7 7.08105 -3.23781 -3.94454
H8 2.50305 -3.90439 -5.66971
H9 -0.77058 0.71793 -2.48606
H10 -8.32693 2.27585 2.69019
H11 5.47547 -0.16167 -1.74000
H12 1.99588 4.54904 -0.12692
H13 1.50205 2.90395 3.84149
H14 -0.49963 -2.83230 2.34586
H15 -3.15222 -1.61855 3.99005
H16 -2.70532 3.91587 0.36382
H17 3.04154 -4.00992 0.43619
H18 0.70850 2.28650 -3.61279
H19 4.43643 -4.22803 -7.16496
H20 6.73710 -3.90233 -6.30758
H21 7.89854 -0.26996 -1.25087
H22 -4.35716 4.15065 0.98505
H23 -5.45494 2.65037 -1.37584
H24 -6.46326 -1.52907 3.24766
H25 -2.92150 -3.13152 3.10821
H26 0.13992 -1.29349 4.17637
H27 4.28440 -4.37632 -0.77684
H28 -6.43736 2.99052 1.29170
H29 -0.14467 -1.67527 -2.28789
H30 -4.17018 -3.54032 0.33148
H31 -4.52533 -2.71867 3.72806
H32 7.09169 -2.83184 2.08443
H33 0.83932 -2.91672 0.28024
H34 2.80358 4.38568 2.26211
H35 2.14892 0.10248 3.95602
H36 4.67907 -2.70047 1.60080
H37 3.48669 -0.87961 -4.43367
H38 -4.90712 1.02013 -1.79333
H39 -3.80432 2.40042 -1.99889
H40 -3.10057 3.45398 2.02862
H41 -5.72542 -3.07860 1.05076
H42 -5.14038 -2.25933 -0.40245

Atomic forces in eV per Å
-0.03 0.02 -0.07
0.06 0.10 0.04
-0.05 -0.01 -0.07
-0.03 0.02 0.00
0.00 -0.02 0.01
-0.03 0.00 0.03
0.00 -0.01 0.00
0.01 0.00 -0.01
0.01 0.01 -0.01
0.02 -0.03 0.02
-0.02 -0.02 0.00
0.00 -0.01 0.02
-0.01 -0.01 -0.04
0.00 0.01 0.00
0.00 -0.01 0.02
0.00 0.00 0.00
0.00 0.00 0.00
0.08 0.03 -0.03
-0.02 0.02 0.01
-0.03 -0.01 0.00
0.02 0.02 0.02
-0.05 -0.04 0.02
-0.01 0.00 0.02
0.00 -0.01 -0.01
0.00 0.01 0.01
0.00 0.00 -0.01
0.01 0.00 0.01
0.01 -0.01 0.01
0.00 -0.01 0.01
0.03 0.00 0.00
-0.02 0.00 0.00
-0.02 0.04 0.01
0.00 -0.01 0.00
0.01 -0.01 0.00
0.02 -0.01 0.00
0.01 0.00 -0.01
0.00 0.00 0.01
0.03 0.00 -0.01
-0.02 0.02 0.01
0.00 0.00 0.00
0.00 0.02 0.00
0.01 0.02 0.01
-0.03 0.02 -0.01
0.00 0.00 -0.01
0.01 -0.01 0.00
0.01 -0.02 0.04
-0.01 0.02 0.00
0.04 0.00 -0.02
0.00 0.01 -0.02
-0.02 -0.08 0.02
-0.01 0.01 -0.02
-0.02 -0.01 0.01
0.00 0.00 0.00
0.00 0.00 0.00
0.00 0.00 0.00
0.00 0.00 0.00
0.00 0.00 0.01
0.01 0.00 0.00
0.00 0.00 0.00
0.00 0.00 0.00
0.00 0.00 0.00
0.00 -0.01 0.00
0.00 0.00 0.00
0.00 0.00 0.00
0.00 0.00 0.00
0.00 0.00 0.00
0.01 0.00 0.00
0.00 0.00 0.00
0.00 -0.01 0.00
0.00 -0.01 -0.01
0.00 0.00 0.00
0.00 0.00 0.00
0.00 0.00 0.00
0.00 0.00 0.00
0.00 0.00 0.00
0.00 0.00 0.01
0.00 0.00 0.00
-0.01 0.00 0.01
0.00 0.00 0.00
0.00 0.00 0.00
0.00 0.00 0.00
0.00 0.00 0.01
0.00 0.00 0.00
-0.01 0.01 -0.01
0.00 0.00 0.00
0.00 0.00 0.00
0.00 0.00 0.00
0.00 -0.01 0.00
0.00 0.00 0.00
0.01 -0.01 0.00
0.01 0.00 -0.01
0.00 -0.01 -0.01
0.01 -0.01 0.00
0.00 0.00 0.00
0.00 0.00 0.00

The charge is -2. Its molar mass is 964.13 g/mol. The total energy is -94991.3686 eV. As for the LUMO energy: 3.69 eV. The calculation puts the energy relative to the best compared isomer or geometry (same formula, charge and spin) at 0.000 eV. Its HOMO-LUMO gap is 5.14 eV.

Charges computed using Löwdin, reported in e: 0.860 1.069 0.994 0.413 0.421 -0.246 -0.016 -0.086 -0.071 -0.557 0.123 -0.072 -0.385 -0.126 -0.264 -0.093 -0.076 -0.441 -0.198 -0.125 -0.381 -0.134 -0.105 -0.091 -0.198 -0.118 -0.112 -0.109 -0.127 -0.256 -0.104 -0.226 -0.092 -0.122 -0.085 -0.122 -0.082 -0.644 -0.083 -0.167 -0.100 -0.237 -0.310 -0.020 -0.137 -0.301 -0.104 -0.052 -0.125 -0.365 -0.100 -0.669 -0.030 0.095 0.104 0.083 0.075 0.059 0.092 0.097 0.099 0.064 0.083 0.098 0.100 0.102 0.092 0.017 0.009 0.061 0.091 0.093 0.091 0.095 0.009 0.011 0.081 0.000 0.108 0.068 0.085 0.084 0.002 0.001 0.096 0.097 0.090 0.103 0.102 0.090 0.010 0.008 0.022 0.006 0.006

Here is a structure of composition C3H6BaO3 in a non-equilibrium geometry from the OMol25 dataset. Energies are from ωB97M-V with the def2-TZVPD basis set.

Geometry (Å):
Ba1 -2.21571 0.15480 -1.20318
O1 1.53655 -1.40063 0.50548
O2 -0.33180 -0.20376 0.49394
O3 1.47602 0.47485 -0.65697
C1 0.65291 1.24876 -1.51348
C2 -0.80866 -0.95873 1.65383
C3 1.01002 -0.36706 0.22916
H1 1.31018 1.89549 -2.10112
H2 -0.21778 -0.61482 2.50501
H3 -1.87318 -0.71748 1.72316
H4 0.14771 0.61013 -2.26473
H5 0.00332 1.91832 -0.92556
H6 -0.68958 -2.03987 1.55446

Atomic forces in eV per Å
-0.46 -0.08 0.10
0.23 1.35 0.88
-1.00 0.79 0.06
0.51 1.17 -0.53
0.46 0.37 0.35
0.20 -0.21 0.31
0.26 -3.45 -1.42
-0.02 -0.16 0.17
-0.50 -0.05 0.10
0.10 0.14 0.39
0.13 0.02 0.12
-0.10 -0.09 -0.20
0.20 0.21 -0.33

The charge is +2. Its molar mass is 227.41 g/mol. The total energy is -10027.0435 eV. As for the LUMO energy: -9.18 eV. The calculation puts the energy relative to the best compared isomer or geometry (same formula, charge and spin) at 0.000 eV. Its HOMO-LUMO gap is 9.58 eV.

Charges computed using natural (NBO), reported in e: 1.957 -0.478 -0.702 -0.456 -0.292 -0.276 0.973 0.296 0.262 0.167 0.125 0.176 0.247

Here is a structure of composition C7H15Cl2NSm in a non-equilibrium geometry from the OMol25 dataset. Energies are from ωB97M-V with the def2-TZVPD basis set.

Geometry (Å):
Sm1 0.79168 -0.47251 1.69222
Cl1 1.19326 -2.96879 1.75891
Cl2 2.02847 1.02211 3.33577
N1 -0.78268 -0.44488 3.80444
C1 2.30854 0.02652 0.26595
C2 0.93007 0.39898 -0.61226
C3 -0.43097 -0.17899 -2.68380
C4 -1.57427 0.91927 -0.67417
C5 -0.25107 0.86074 0.02053
C6 -1.72848 -0.00815 -1.89940
C7 0.71789 -0.62972 -1.77808
H1 2.86340 0.95670 0.41808
H2 -0.10943 1.64808 0.78731
H3 -0.16727 0.77475 -3.16113
H4 -0.38366 -1.10638 4.47595
H5 0.52806 -1.63456 -1.36644
H6 -0.57498 -0.90035 -3.49607
H7 -2.06795 -0.99664 -1.55962
H8 -0.66669 0.49042 4.21498
H9 2.85836 -0.74988 -0.27699
H10 -2.51081 0.38323 -2.56493
H11 -1.78455 1.95185 -1.00038
H12 -2.37434 0.67938 0.04172
H13 1.65101 -0.67597 -2.35524
H14 1.31510 1.29933 -1.11869
H15 -1.77870 -0.64454 3.73133

Atomic forces in eV per Å
-1.49 -0.76 1.68
-0.04 -1.38 0.06
0.40 0.90 1.19
-0.39 0.23 0.87
0.29 0.31 -1.98
3.98 0.71 -3.58
0.07 -0.11 0.11
-0.39 0.41 -0.34
-2.98 -1.05 3.16
-0.04 -0.04 0.28
-0.09 0.60 0.70
0.12 -0.24 -0.18
0.02 0.27 -0.61
0.07 -0.03 0.11
-0.10 0.21 -0.26
-0.08 0.10 -0.11
-0.04 0.02 0.00
0.11 0.05 -0.03
0.00 -0.48 -0.24
0.09 0.37 -0.14
0.05 -0.08 0.16
-0.10 0.10 -0.29
-0.06 0.13 -0.26
-0.15 -0.08 0.21
0.58 -0.18 -0.58
0.19 0.03 0.03

The charge is -1. Its molar mass is 334.47 g/mol. The total energy is -51943.4866 eV. As for the LUMO energy (spin up / spin down): 2.82 / 2.82 eV. The calculation puts the energy relative to the best compared isomer or geometry (same formula, charge and spin) at 0.564 eV. Its HOMO-LUMO gap (spin up / spin down) is 5.18 / 5.17 eV. The spin multiplicity is 6.

Charges computed using Löwdin, reported in e: 0.798 -0.317 -0.257 -0.084 -0.373 -0.526 -0.224 -0.263 -0.417 -0.218 -0.182 0.009 0.066 0.109 0.031 0.105 0.097 0.103 0.006 0.017 0.096 0.088 0.083 0.105 0.116 0.031

Here is a cluster of 2 separate species, C3H9NO2 in total in a non-equilibrium geometry from the OMol25 dataset. Energies are from ωB97M-V with the def2-TZVPD basis set.

Geometry (Å):
O1 -1.04625 -2.58074 1.13373
O2 1.03507 2.03068 0.71482
N1 -2.21486 -0.68552 0.71906
C1 -1.21403 -1.56227 0.48399
C2 1.77855 1.51953 -0.39608
C3 -0.24059 -1.29267 -0.65347
H1 -0.36772 -0.27903 -1.04001
H2 -3.01077 -1.07636 1.22080
H3 0.76600 -1.31754 -0.23575
H4 2.80007 1.22358 -0.19683
H5 1.46123 2.78169 1.10847
H6 -2.34828 0.27886 0.51084
H7 1.16734 0.69401 -0.72343
H8 -0.24874 -2.01697 -1.46302
H9 1.68300 2.28274 -1.18313

Atomic forces in eV per Å
-0.78 0.25 -0.04
-0.08 -0.82 0.22
-1.84 -0.67 0.83
1.52 -0.91 -0.61
-1.46 1.20 -0.28
0.26 1.19 0.44
-0.24 -0.24 -0.29
0.63 0.13 0.17
-0.04 -0.19 0.11
0.20 0.02 0.18
0.43 0.46 0.11
0.71 0.30 -0.75
0.48 -0.29 -0.13
-0.48 -0.14 0.13
0.68 -0.29 -0.11

Its molar mass is 91.11 g/mol. As for the SMILES: CC(N)=O.CO. The total energy is -8841.5952 eV. As for the LUMO energy: 0.78 eV. The calculation puts the energy relative to the best compared isomer or geometry (same formula, charge and spin) at 1.360 eV. Its HOMO-LUMO gap is 10.43 eV.

Charges computed using natural (NBO), reported in e: -0.609 -0.734 -0.837 0.674 -0.253 -0.704 0.197 0.398 0.234 0.172 0.466 0.406 0.184 0.244 0.163